Version A
Entry from the Open Molecules 2025 dataset: a 10-piece molecular cluster, C36H100N8O10 overall (wB97M-V/def2-TZVPD).

Each line ends with the Mulliken charge.
CARTESIAN COORDINATES (ANGSTROEM)
N  2.6813  -2.0116  1.3965  0.672
O  -3.2777  2.8307  2.9161  -0.441
H  -6.5053  3.6825  -0.6134  0.257
H  5.9958  -3.8726  -0.4116  0.339
N  -3.6233  -5.9394  1.7808  -0.702
H  -5.0766  6.4593  2.3050  0.203
H  -6.2984  4.6894  4.4933  0.371
H  3.2961  3.6859  -2.8976  0.328
C  -4.3453  4.9167  3.4773  0.100
H  1.5337  -2.2538  -6.2270  0.257
H  -5.8270  2.7212  0.7916  0.434
C  -4.8700  0.8573  -0.9743  -0.452
C  -3.3436  -4.7164  0.8742  0.828
H  3.2452  -3.6645  3.3306  0.231
H  5.0462  1.4127  4.0219  0.359
H  -1.3933  -0.7865  1.2271  -0.217
H  -2.2310  -3.1859  -2.0220  -0.098
H  0.7719  -5.0188  -2.0360  0.138
C  -5.1907  -0.4592  -1.6261  1.371
N  -6.2811  -1.2271  -0.9216  -0.754
C  5.5235  -2.7168  4.9090  -0.888
H  6.5005  -2.2921  -3.3287  0.234
C  2.3285  4.1055  -3.1880  -1.264
H  -1.2824  2.4731  2.4947  0.331
C  -1.5065  4.0576  -3.3473  -0.668
H  1.3469  -0.5195  1.1289  -0.501
H  3.8890  1.6655  -1.0799  0.175
C  -5.7861  2.8913  -0.2857  -0.246
C  -3.4711  4.1761  2.4279  0.150
H  -2.9104  -4.8183  -0.1512  -0.155
H  1.5794  3.2705  -3.1116  -0.017
H  0.7023  1.8717  -0.9827  -0.490
O  -3.0255  4.4304  -1.4374  -0.481
C  3.9860  -0.8998  4.9555  -1.296
H  -2.7210  -4.2455  -3.4092  0.366
C  2.3475  -1.7183  -3.9077  -1.099
H  6.0956  -0.3126  -1.6419  0.442
N  2.8479  6.4236  -2.5968  -0.773
H  -4.7867  3.3308  -0.4052  -0.255
C  5.0783  -0.7892  -1.7887  -1.131
H  1.4816  -3.8538  3.2341  0.190
H  -1.3041  3.0278  -3.0947  -0.072
H  -5.9846  -1.3820  0.0013  0.268
O  4.0078  -0.3807  -0.9400  0.009
H  2.9297  5.0408  -0.4818  0.650
H  -0.4381  -1.9369  2.1013  -0.230
H  -4.2795  -1.0617  -1.4951  -0.250
H  5.6989  -3.7741  -3.1137  0.261
C  5.9533  -2.7921  -0.4812  -1.627
C  3.2790  0.1687  4.1423  1.606
H  7.0241  -2.4551  -0.4828  0.372
C  -2.2522  -3.2971  -3.1018  -0.461
H  -2.4452  2.1704  1.1812  0.051
H  4.8253  -0.5443  -2.8648  0.304
O  1.1018  3.9784  -0.4431  0.286
H  -3.8512  6.9147  3.3350  0.255
C  2.5323  -3.4786  1.2922  0.036
H  1.4552  -3.7073  -4.2558  0.136
H  -0.6213  4.5025  -3.8263  0.268
C  -4.7164  -4.0509  0.5828  -1.315
C  -2.2821  2.0648  2.2484  -0.086
C  0.3851  -5.3563  -1.0508  -0.287
H  0.7858  4.5919  1.5198  0.464
H  -2.2511  1.0473  2.6553  0.081
N  2.6385  1.0384  5.1006  -0.665
H  -3.7666  4.8950  4.3807  0.419
N  5.6519  -2.7491  -3.0325  -0.565
H  -5.6949  -1.3079  -3.4597  0.458
H  3.2909  -1.8242  2.2009  -0.244
H  -0.2599  -0.9032  -0.4552  -0.414
H  -2.7745  -6.4709  1.6880  0.272
H  -5.2005  -3.8107  1.5326  0.421
H  3.3670  -3.9557  0.7515  0.271
H  3.6829  6.0481  -2.2087  0.283
H  1.6331  0.8883  5.2491  0.277
H  2.0788  -0.6834  -4.0874  0.431
O  -6.0071  1.7191  -1.0181  -0.373
C  4.2631  1.0109  3.3647  -1.251
H  -6.9615  -0.4886  -0.7844  0.326
H  0.3235  2.9330  1.1150  -0.593
C  1.1652  -2.6110  -4.2934  0.479
H  -6.1889  4.1402  2.7890  0.206
H  4.7601  0.4112  2.5475  0.047
H  0.4352  -3.2963  0.9902  -1.372
H  -3.9947  4.1382  1.4745  -0.295
H  3.2051  -1.4950  5.4583  0.299
H  6.0036  -2.2142  5.7370  0.326
H  -1.9007  5.9232  -2.3110  0.340
H  -4.8654  0.2369  -3.6246  0.351
C  -5.6928  4.1563  3.7496  -1.201
H  4.9603  -3.6180  5.2986  0.306
H  6.3431  -3.1011  4.2919  0.274
H  2.3167  4.3899  -4.2421  0.438
C  -0.0494  -2.3821  -3.3120  0.069
C  -1.7803  4.8476  -2.0871  -0.028
H  -2.8043  -2.3937  -3.5071  0.327
H  -4.5708  0.7277  0.0788  0.305
H  4.6504  -0.4354  5.6967  0.617
H  5.1613  1.1042  -0.0118  0.512
C  -2.4622  -3.8334  1.6534  -0.896
H  -2.3875  4.1245  -4.0378  0.447
C  0.4813  -0.0662  -0.5560  2.091
H  0.2010  -2.4273  -2.2481  -0.370
H  -2.9104  -3.5559  2.5705  0.489
C  4.1117  0.8902  -0.3240  -0.474
H  -0.9305  1.6120  -0.6122  -0.348
H  -4.3222  -6.4938  1.2983  0.348
H  3.1608  -1.6780  0.5927  -0.612
H  2.0197  3.2473  1.2819  0.225
H  -5.2460  -4.8333  0.0709  0.505
H  -0.2280  1.0381  -2.2338  0.427
H  -4.6423  -3.2214  -0.1031  -0.073
O  0.9233  0.2711  0.7249  0.835
H  1.4803  6.0551  -0.3568  0.222
H  -0.9553  4.7414  -1.3439  -0.186
O  4.7563  -1.8272  4.1596  -0.190
H  2.4915  -0.3517  3.5805  -0.397
H  3.7961  1.9208  2.9489  0.301
C  1.0746  3.7179  0.9190  -0.243
C  1.9065  5.1395  -0.8297  -1.166
C  2.4301  -4.0878  2.7326  -1.389
H  4.2048  -2.6567  -1.5245  -0.729
H  1.4542  -3.0646  -0.4959  -0.694
H  -0.0066  -2.7942  -6.0156  0.256
H  -0.4573  -1.3994  -3.5974  0.555
H  2.5663  -5.2065  2.7449  0.429
H  -6.5421  0.2332  -3.1113  0.406
H  -5.4892  3.1446  4.0897  0.306
C  5.2385  -2.3038  -1.6989  1.846
C  -1.4962  -1.6655  1.8413  -0.226
N  -4.6430  6.2800  3.1831  -0.620
H  -2.1821  -1.4576  2.7101  0.553
H  -2.5473  4.7497  2.2819  0.171
H  2.9869  6.6081  -3.5467  0.270
N  0.7289  -2.1656  -5.6215  -0.754
C  1.9119  5.2860  -2.3688  1.136
O  -0.9481  -3.4341  -3.6732  -0.450
H  5.5220  -2.3955  0.4211  0.181
H  3.2601  -1.8596  -4.4577  0.528
H  -3.7730  4.3459  -2.0174  0.233
H  1.3075  -0.3743  -1.2807  -0.745
O  1.1570  -5.0607  0.1273  -0.548
H  -1.4958  -4.2917  1.7309  0.151
H  3.0381  0.9666  6.0578  0.257
H  -4.0799  1.4324  -1.4992  0.116
H  3.3975  1.0012  0.5300  -0.253
O  -2.1644  -2.5821  1.0045  0.133
C  -5.6246  -0.3025  -3.0738  -1.847
H  0.3391  -6.4270  -1.0863  0.399
H  0.9304  5.7043  -2.6448  -0.051
H  -0.6536  -5.0427  -1.1083  -0.031
C  -0.0759  1.1657  -1.1918  -0.454
C  1.3031  -3.6865  0.4152  2.561
H  2.5888  -1.9366  -2.8728  -0.260

Results
SMILES string: COC[C@H](C)N.COC[C@H](C)N.COC[C@H](C)N.COC[C@H](C)N.COC[C@H](C)N.COC[C@H](C)N.COC[C@H](C)N.COC[C@H](C)N.CCO.CCO
Charge: 0
LUMO level: 0.61 eV


Version B
Entry from the Open Molecules 2025 dataset: C36H100N8O10 as an isolated structure (wB97M-V/def2-TZVPD).

Each line ends with the Mulliken charge.
CARTESIAN COORDINATES (ANGSTROEM)
H  2.3094  3.7028  6.5068  0.331
H  -2.2319  -1.0622  -3.7548  0.306
H  -3.9630  -0.5775  1.7356  0.437
H  -3.7277  0.1892  0.1239  -0.122
H  -1.5965  1.5211  -6.4132  0.501
C  2.7487  3.9388  2.2244  -2.038
O  0.1189  -0.8275  -1.0627  -0.180
H  1.5972  2.4444  -3.5771  -0.440
C  2.1633  -1.5879  3.2936  -0.779
C  -4.3245  3.5136  -2.8030  -0.988
C  0.7737  -3.4451  3.7044  -0.165
O  2.7652  1.7122  -1.9956  -0.292
H  1.2528  0.2700  -1.8346  0.578
H  -5.0252  -2.6446  0.8334  0.222
H  2.8353  -0.0610  -1.0714  0.158
O  -2.4128  -5.2330  0.8146  -0.340
C  -0.6153  -0.6155  0.1348  0.871
C  2.3391  0.3744  -1.9425  -1.015
H  -4.0227  -5.2866  1.9647  0.297
H  1.7901  4.2451  2.6617  0.403
H  -3.0628  5.8020  -3.5460  0.293
H  -0.0857  -1.0250  0.9989  -0.305
H  3.3362  2.4529  0.8146  0.285
H  3.1997  4.0663  -4.2585  0.448
O  2.1157  -3.0068  3.4255  -0.491
N  -0.3549  5.3872  -3.9079  -0.463
N  1.6238  -3.2817  0.1408  -0.251
H  2.7189  -5.4092  4.4968  0.307
H  0.4382  3.8939  4.9365  0.399
H  -0.0598  2.0539  -3.2788  -1.113
C  0.7042  -4.9725  3.7577  0.421
O  5.2465  -3.3732  -0.4153  -0.438
C  0.4726  2.8497  -6.5321  -1.022
C  -4.4304  0.0267  0.9506  -0.019
H  1.3193  -1.0557  3.7308  0.400
H  -0.1623  1.5588  4.8169  0.783
H  -0.7527  6.1045  -4.5115  0.404
C  -5.3430  -2.0724  -0.0431  -1.415
H  1.7347  2.6624  -0.6063  0.107
H  -0.3188  -5.2897  3.9799  0.143
H  -1.2457  7.6323  -2.8671  0.388
H  2.0365  3.5999  4.2905  0.317
H  -4.6461  2.9280  -3.6698  0.308
H  -6.1448  -2.6456  -0.5126  0.480
H  -1.5161  -1.2365  0.1384  -0.060
H  0.7532  1.7079  2.3559  0.153
H  -1.5175  1.7665  -2.6704  -0.360
H  -4.3614  3.0452  2.2658  0.379
H  4.0447  -3.3417  1.2731  0.520
H  0.7247  3.4996  0.5174  0.300
C  -3.8641  2.1643  1.8532  -0.588
H  0.7002  1.8202  3.2792  -0.684
C  2.8422  1.1201  3.9438  0.308
O  1.8210  2.9330  6.2068  -0.550
C  -1.3844  1.9271  -5.4189  -0.824
H  1.1760  -2.5030  -0.3306  0.098
C  -1.1313  5.4536  -2.6572  1.440
H  -1.2068  1.1317  1.3844  0.371
H  4.9709  3.3598  -1.8216  0.205
H  -1.5762  7.1221  -1.2754  0.408
C  -0.9466  6.8750  -2.1363  -1.683
C  -3.0056  -5.6991  2.0376  -0.326
C  3.2872  3.7087  -3.2204  0.177
C  1.7107  1.5702  1.8275  1.527
H  0.1482  1.3978  0.3995  -1.624
H  3.1401  1.6949  -4.0266  0.601
N  2.6192  4.7712  -2.4599  -0.729
H  5.2095  4.6495  -3.1132  0.392
H  -3.0019  -3.1828  0.9347  -0.172
H  -2.2953  2.5029  -5.2148  0.072
N  -6.0545  0.1083  -0.8443  -0.690
N  -0.7283  1.3092  -3.1217  1.291
C  -2.6150  5.1519  -2.7819  -1.216
H  -3.1314  5.4918  -1.8739  0.593
H  2.7165  0.2526  4.5950  0.680
H  -3.2158  2.4562  1.0279  0.107
H  -1.4533  -3.6142  1.6197  0.054
H  -4.5931  2.9021  -1.9402  0.187
H  0.1338  -2.9933  2.9470  -0.056
H  2.0603  -3.9060  -2.6121  0.388
H  -0.2943  0.2149  -4.7088  0.244
H  2.2801  -2.3206  -2.1027  -0.295
H  2.3294  4.2860  -1.6016  0.475
H  -1.1056  -7.4731  1.3331  0.343
H  1.4943  1.0597  4.6171  -0.145
H  -0.6845  4.7922  -1.9078  -0.446
C  2.3960  2.8109  1.2477  0.679
H  -4.5309  -2.1613  -0.7724  0.225
H  -3.8209  -7.5671  3.9331  0.315
H  3.1082  -1.3171  3.7673  0.387
H  2.1691  1.9170  4.2878  -0.635
H  2.2684  -1.2267  2.2634  0.272
H  3.8471  -1.9802  0.1634  -0.074
C  1.2595  3.1659  4.9355  -1.205
H  1.4728  0.9512  0.9542  -0.899
H  -1.1229  -7.1710  2.8880  0.213
H  -0.6015  4.5073  -4.3752  0.175
H  3.6895  -3.3124  -2.5603  0.308
O  -0.2926  2.8372  -5.3403  -0.216
H  -0.1149  3.2226  -7.3747  0.361
N  1.6494  3.3945  0.1050  -0.486
C  -5.6637  -0.6199  0.3475  0.512
H  6.1613  -2.0592  0.8959  0.258
O  2.6005  0.8229  2.6048  -0.315
O  -4.8688  1.2491  1.5106  -0.446
C  -2.1451  -3.8573  0.8075  0.057
C  -2.3569  -0.1641  -4.3562  -1.653
C  2.8624  -3.7148  -0.5164  0.521
H  6.7923  -3.6994  0.9352  0.271
H  2.5877  -0.3202  -2.7555  0.584
H  -4.9351  -7.9785  2.5293  0.369
H  -3.3217  -7.4514  0.9336  0.320
H  2.0459  -5.4161  2.3037  0.389
H  1.5332  -5.1568  5.7609  0.395
H  -2.5964  -0.5627  -5.3465  0.454
H  3.8408  1.5336  4.1196  0.235
C  2.7485  -3.3059  -2.0098  -0.828
H  7.1868  -2.6466  -0.4197  0.286
C  6.3947  -2.9254  0.2721  -0.687
H  -3.2797  1.8558  2.7298  0.281
C  -3.9148  -7.9347  2.9117  -1.545
H  3.2154  4.8281  1.8035  0.498
C  -2.9846  -7.2022  1.9403  0.223
C  4.0283  -3.0642  0.2108  -0.176
H  -6.4841  -0.7363  1.0669  0.247
C  -1.1860  0.7894  -4.4198  0.771
H  2.8826  -4.8070  -0.5320  0.187
H  1.4881  -6.6499  4.8176  0.449
C  0.7875  1.8538  4.3659  -0.210
H  1.6897  4.9903  -2.8232  0.202
H  -6.2022  1.0569  -0.4817  0.260
N  1.0472  -5.5450  2.4509  -0.497
H  5.2357  2.9053  -3.4142  0.366
H  1.8799  -2.8859  1.0417  -0.294
C  1.6764  -5.5784  4.7630  -1.757
H  1.3209  3.5228  -6.3962  0.254
H  0.6928  -5.0191  1.6521  0.205
C  4.7540  3.7055  -2.8323  -1.564
H  -3.5492  -8.9615  2.8849  0.408
H  -6.9861  -0.0847  -1.1972  0.249
N  -1.6119  -7.7136  2.1828  -0.724
H  -1.6909  -3.5600  -0.1364  0.292
H  -4.9576  4.4028  -2.8161  0.455
H  -1.3885  1.4462  -0.3417  0.006
H  0.9047  1.8759  -6.7795  0.369
H  0.4687  -3.1472  4.7169  0.427
H  0.0824  7.0527  -1.8300  0.365
H  -2.4730  -5.2819  2.8992  0.223
H  3.4262  3.6642  3.0352  0.354
H  -3.2367  0.4274  -4.0821  0.274
C  2.6470  2.3329  -3.2859  0.368
C  -0.8173  0.8800  0.3956  0.828
O  -2.9372  3.7688  -2.8892  -0.034
H  -0.3632  -0.4185  -1.8010  -0.483

Results
Charge: 0
LUMO level: 0.37 eV


Energies in kcal/mol, measured from the most stable structure: version A 0.0; version B 165.9.